Record 1
{"formula": "C17H33F5N3O", "method": "wB97M-V/def2-TZVPD", "elements": ["C", "C", "C", "C", "C", "N", "C", "F", "F", "C", "F", "F", "F", "C", "C", "C", "C", "N", "O", "H", "H", "H", "H", "H", "H", "H", "H", "H", "H", "H", "H", "H", "H", "H", "H", "H", "H", "C", "C", "N", "C", "C", "C", "C", "H", "H", "H", "H", "H", "H", "H", "H", "H", "H", "H", "H", "H", "H", "H"], "positions_angstrom": [[0.05365, 2.50973, 1.57396], [-0.13376, 1.72752, 0.26593], [0.61390, 0.39914, 0.49657], [-1.60289, 1.32458, 0.04407], [-2.48078, 2.23469, -0.84010], [-3.15931, 1.31058, -1.78366], [-3.66245, 2.83431, -0.05520], [-4.37501, 1.84466, 0.44774], [-4.46082, 3.52746, -0.86942], [-3.31400, 3.76156, 1.12379], [-4.43658, 4.35742, 1.50358], [-2.46650, 4.70502, 0.81400], [-2.89212, 3.10646, 2.15815], [-1.72800, 3.31198, -1.69584], [-0.20702, 3.49543, -1.51114], [0.12781, 4.86433, -0.84231], [0.37255, 3.61941, -2.94726], [0.51214, 2.36048, -0.89842], [1.73124, 2.67746, -0.66089], [1.10730, 2.60423, 1.79684], [-0.44399, 3.47115, 1.58585], [-0.36548, 1.90768, 2.37305], [0.12842, -0.20913, 1.25085], [1.65154, 0.57830, 0.75126], [0.61248, -0.12007, -0.46090], [-1.58405, 0.35337, -0.43715], [-2.02987, 1.13877, 1.01835], [-3.82831, 1.81892, -2.35156], [-2.45847, 0.89806, -2.38628], [-2.22102, 4.26239, -1.53865], [-1.91407, 3.08194, -2.73436], [-0.72786, 5.52815, -0.82761], [0.54266, 4.75815, 0.15314], [0.88774, 5.36490, -1.42650], [0.41924, 2.61221, -3.35729], [1.39504, 3.96357, -2.89323], [-0.22958, 4.27362, -3.56571], [-0.60384, -4.13647, 0.58933], [0.82612, -3.91552, 0.11641], [1.79157, -3.89566, 1.19738], [3.09040, -3.37677, 0.80361], [3.89460, -4.16169, -0.23871], [1.81005, -5.06977, 2.05213], [2.04725, -6.43496, 1.39512], [-0.87534, -3.41454, 1.36125], [-1.29304, -4.01083, -0.24720], [-0.75407, -5.14163, 0.98608], [0.85549, -2.94560, -0.38851], [1.06932, -4.67188, -0.64608], [3.70394, -3.24884, 1.69990], [2.93857, -2.36244, 0.41908], [4.31324, -5.07820, 0.17498], [4.73505, -3.55533, -0.58363], [3.29667, -4.41595, -1.11460], [0.85566, -5.11512, 2.58487], [2.55320, -4.91871, 2.83902], [1.42774, -6.58083, 0.50909], [1.79415, -7.22823, 2.10188], [3.08953, -6.57950, 1.11495]], "mulliken_spin": [0.030, 0.041, -0.008, 0.000, 0.016, -0.001, 0.000, 0.000, 0.000, 0.000, 0.000, 0.000, 0.000, -0.003, 0.040, 0.014, 0.010, 0.316, 0.567, -0.003, -0.004, -0.001, 0.001, 0.003, -0.013, 0.000, -0.002, 0.000, 0.001, -0.004, 0.001, 0.002, 0.005, -0.005, -0.005, -0.001, 0.000, 0.000, 0.000, 0.000, 0.000, 0.000, 0.000, 0.000, 0.000, 0.000, 0.000, 0.000, 0.000, 0.000, 0.000, 0.000, 0.000, 0.000, 0.000, 0.000, 0.000, 0.000, 0.000], "e_lumo_ev": [0.68, -0.12], "spin_multiplicity": 2, "homo_energy_ha": [-0.2995, -0.2995], "s_squared": 0.754, "fmax_ev_per_a": 2.2}

Record 2
{"formula": "C17H33N8O7S", "method": "wB97M-V/def2-TZVPD", "elements": ["O", "O", "O", "O", "O", "N", "O", "O", "C", "C", "C", "C", "C", "C", "C", "N", "N", "N", "N", "N", "N", "N", "C", "C", "C", "C", "C", "C", "C", "C", "C", "C", "S", "H", "H", "H", "H", "H", "H", "H", "H", "H", "H", "H", "H", "H", "H", "H", "H", "H", "H", "H", "H", "H", "H", "H", "H", "H", "H", "H", "H", "H", "H", "H", "H", "H"], "positions_angstrom": [[-5.35735, -0.98003, -0.59580], [2.33212, 1.17264, 0.70594], [-6.58500, -0.39585, 2.17315], [7.24701, 3.11880, -6.14822], [6.29595, 0.88438, -6.36016], [5.84165, 1.44826, -3.08981], [1.77000, 1.30720, -1.48184], [8.69407, 1.12044, -5.82897], [-6.31639, -1.73821, -0.63260], [2.61018, 1.51785, -0.43809], [-6.42563, -1.51904, 2.61979], [6.95595, 1.71258, -3.75568], [7.46281, 1.83053, -1.56388], [6.14258, 1.52842, -1.73932], [-0.51607, -1.65142, 0.47615], [-0.91873, -2.41333, -0.50129], [7.97769, 1.94856, -2.83875], [-6.47183, -1.76727, 3.93344], [-1.11468, -1.63842, 1.65535], [4.21359, 3.45851, 0.06307], [-6.63101, -2.62595, 0.32156], [0.52243, -0.91031, 0.23242], [-7.20758, -1.74716, -1.85400], [-6.72572, -0.74357, 4.94781], [3.44024, 4.63984, -0.37508], [4.30742, 3.35713, 1.53848], [5.12781, 1.23242, -0.67754], [-2.19915, -2.54586, 2.08851], [3.95257, 2.22886, -0.75155], [-3.57199, -2.08535, 1.58432], [-4.64259, -3.17469, 1.79664], [-6.11973, -2.72380, 1.71184], [7.19978, 1.75726, -5.59640], [0.89473, 1.14617, -1.10215], [8.58766, 0.78619, -6.72986], [7.98203, 1.94345, -0.61702], [-1.76389, -2.94076, -0.37618], [-0.47669, -2.37685, -1.40062], [8.94642, 2.16722, -3.08391], [-6.33249, -2.71381, 4.24350], [-0.76038, -0.98844, 2.33876], [-7.43636, -3.19294, 0.10512], [1.03466, -1.04046, -0.62057], [0.92884, -0.30198, 0.93735], [-8.21978, -1.46949, -1.56391], [-7.20795, -2.73839, -2.30232], [-6.83090, -1.02099, -2.57371], [-7.74964, -0.37581, 4.85301], [-6.58113, -1.15094, 5.94948], [-6.04578, 0.09842, 4.80134], [3.77841, 5.53990, 0.14861], [2.37329, 4.50091, -0.17261], [3.57107, 4.80788, -1.44926], [4.77308, 4.25988, 1.94693], [4.90839, 2.50276, 1.85703], [3.31207, 3.25831, 1.98311], [4.76085, 0.21780, -0.85403], [5.60122, 1.23984, 0.30441], [-2.22096, -2.58867, 3.17967], [-1.99893, -3.55485, 1.72130], [3.86363, 2.54468, -1.79734], [-3.84339, -1.16286, 2.09836], [-3.47999, -1.88630, 0.52117], [-4.49410, -3.58984, 2.79526], [-4.47303, -3.98463, 1.08526], [-6.69137, -3.53882, 2.15434]], "lowdin_charge": [0.044, 0.060, 0.087, -0.296, -0.302, 0.141, 0.114, -0.173, -0.542, -0.420, -0.481, -0.317, -0.016, -0.280, -0.472, 0.237, 0.082, 0.016, 0.112, -0.199, 0.112, 0.210, 0.005, -0.048, -0.073, -0.078, -0.072, -0.150, -0.220, -0.177, -0.127, -0.188, 0.728, 0.107, 0.085, 0.134, 0.121, 0.142, 0.168, 0.131, 0.165, 0.142, 0.127, 0.108, 0.089, 0.083, 0.088, 0.092, 0.087, 0.088, 0.088, 0.082, 0.090, 0.088, 0.076, 0.075, 0.127, 0.113, 0.134, 0.125, 0.138, 0.126, 0.087, 0.111, 0.123, 0.144], "e_lumo_ev": -2.53, "homo_energy_ha": -0.3940, "total_charge": 1, "fmax_ev_per_a": 4.0}

Record 3
{"formula": "C17H33O29PS8", "method": "wB97M-V/def2-TZVPD", "elements": ["C", "C", "C", "C", "C", "O", "S", "O", "O", "P", "O", "O", "S", "H", "H", "H", "H", "H", "H", "H", "H", "H", "C", "C", "O", "S", "O", "O", "O", "H", "H", "H", "H", "C", "C", "O", "S", "O", "O", "O", "H", "H", "H", "H", "C", "C", "O", "S", "O", "O", "O", "H", "H", "H", "H", "C", "C", "O", "S", "O", "O", "O", "H", "H", "H", "H", "C", "C", "O", "S", "O", "O", "O", "H", "H", "H", "H", "C", "C", "O", "S", "O", "O", "O", "H", "H", "H", "H"], "positions_angstrom": [[-2.65136, -1.33614, -0.68396], [-3.31182, -1.09762, 0.31781], [-3.92806, -0.46049, 1.61284], [-3.65429, -1.37007, 2.89491], [-2.19634, -0.94122, 3.43101], [-1.68319, -2.00320, 4.27002], [-0.00667, -1.97077, 4.39630], [0.57115, -2.01854, 3.03565], [0.40763, -0.49826, 5.15291], [1.24929, 0.57065, 4.13996], [0.39117, 0.98977, 2.76024], [1.36329, 2.01693, 5.02129], [3.07089, 0.04140, 3.75545], [-2.19513, -1.87047, -1.55550], [-5.03612, -0.27226, 1.44112], [-3.49281, 0.57074, 1.81744], [-3.63478, -2.45011, 2.58089], [-4.39214, -1.15115, 3.72719], [-1.58051, -0.72049, 2.51350], [-2.35857, 0.03932, 3.98007], [-0.31675, 1.62454, 3.05789], [0.48668, 2.45680, 4.97382], [-5.34372, -5.20024, -2.24482], [-6.77780, -5.06003, -2.72367], [-7.18988, -3.76786, -2.27755], [-5.91146, -2.77302, -2.28084], [-5.93253, -2.02001, -3.48895], [-5.81012, -2.16800, -0.99862], [-4.76386, -3.90624, -2.41210], [-5.30465, -5.45661, -1.18270], [-4.78850, -5.94292, -2.81685], [-7.42936, -5.83276, -2.31828], [-6.83312, -5.07451, -3.81579], [-2.38684, 5.35833, 1.72239], [-2.04767, 4.91747, 0.31132], [-1.78136, 3.51616, 0.41941], [-2.70334, 2.89078, 1.58594], [-3.85138, 2.31455, 0.98446], [-1.86237, 2.17411, 2.49353], [-3.14597, 4.28046, 2.27817], [-1.48392, 5.48577, 2.32520], [-2.96563, 6.28078, 1.73905], [-1.18456, 5.44378, -0.09285], [-2.89992, 5.04853, -0.36055], [0.62421, 0.87585, -3.01298], [1.57676, -0.28643, -3.22202], [0.73549, -1.39732, -3.54175], [-0.56312, -0.86497, -4.34409], [-0.33214, -1.03951, -5.74023], [-1.72714, -1.35599, -3.68951], [-0.39788, 0.70447, -3.99871], [0.15641, 0.83177, -2.02579], [1.11610, 1.83981, -3.13752], [2.17505, -0.49841, -2.33736], [2.23878, -0.10739, -4.07371], [4.86671, -2.47941, 5.35009], [3.79205, -3.50135, 5.66723], [4.50554, -4.66652, 6.08807], [5.86690, -4.21307, 6.83630], [5.63439, -4.23013, 8.24162], [6.96044, -4.89249, 6.22913], [5.87603, -2.67219, 6.34536], [5.31415, -2.66814, 4.37030], [4.48709, -1.45882, 5.38410], [3.16310, -3.72434, 4.80646], [3.16442, -3.16973, 6.49944], [7.37401, 2.35176, 2.85571], [5.88573, 2.09392, 3.00480], [5.25369, 3.19881, 2.35527], [6.17995, 3.68938, 1.12429], [5.68123, 3.10234, -0.07471], [6.40378, 5.08842, 1.26000], [7.52945, 2.90414, 1.54650], [7.72207, 3.09162, 3.58136], [7.96285, 1.44085, 2.95760], [5.57611, 2.03187, 4.04674], [5.58841, 1.18045, 2.48312], [0.11542, 0.79517, -8.72927], [-1.03927, 0.81548, -9.71349], [-1.62522, 2.11042, -9.56608], [-0.46798, 3.17531, -9.18542], [-0.05908, 3.83951, -10.37739], [-0.87035, 3.87619, -8.01366], [0.67889, 2.10875, -8.78353], [-0.23676, 0.61711, -7.71041], [0.86525, 0.04849, -8.98819], [-1.77181, 0.03569, -9.51112], [-0.68334, 0.72078, -10.74331]], "lowdin_charge": [0.090, -0.109, -0.189, -0.141, -0.262, -0.331, 0.962, -0.435, -0.492, 0.254, -0.221, -0.212, 0.400, 0.039, 0.124, 0.051, 0.120, 0.119, 0.109, 0.124, 0.025, 0.071, -0.172, -0.175, -0.190, 0.623, -0.216, -0.225, -0.194, 0.133, 0.135, 0.135, 0.133, -0.160, -0.157, -0.170, 0.670, -0.196, -0.246, -0.174, 0.135, 0.141, 0.142, 0.139, -0.163, -0.165, -0.186, 0.634, -0.230, -0.232, -0.184, 0.133, 0.138, 0.139, 0.134, -0.206, -0.173, -0.189, 0.629, -0.224, -0.223, -0.193, 0.134, 0.049, 0.134, 0.135, -0.168, -0.208, -0.193, 0.627, -0.228, -0.222, -0.189, 0.134, 0.136, 0.124, 0.105, -0.168, -0.169, -0.189, 0.629, -0.224, -0.224, -0.191, 0.113, 0.138, 0.137, 0.132], "e_lumo_ev": -0.41, "homo_energy_ha": -0.3541, "fmax_ev_per_a": 3.6}